Record 1
DFT (ωB97M-V/def2-TZVPD) results for C4H7NO in the gas phase.

Structure (XYZ):
```
13
Properties=species:S:1:pos:R:3:forces:R:3
O 1.7591 0.1704 0.8941 -0.16 0.02 0.16
C 1.2745 -0.3793 -0.2811 0.07 -0.22 -0.17
N 0.3482 0.3223 -1.1637 0.08 0.23 -0.15
C -0.5846 1.0757 -0.2747 -0.14 0.26 0.07
C -1.0979 -0.2117 0.4047 -0.05 -0.03 0.06
C -0.0707 -0.9468 -0.4446 -0.05 -0.37 0.02
H 2.0767 -0.8419 -0.8483 -0.10 0.06 0.09
H -0.0782 1.8081 0.3626 -0.08 -0.09 -0.11
H -1.3387 1.5800 -0.8802 0.10 -0.05 0.10
H -1.0109 -0.3042 1.4970 -0.01 0.01 -0.19
H -2.1233 -0.4575 0.1203 0.17 0.05 0.07
H -0.2580 -1.8747 -0.9802 0.05 0.12 0.12
H 1.1037 0.0598 1.5942 0.13 0.02 -0.07
```
Positions in Å, forces in eV/Å.

Lowest unoccupied orbital energy: 0.84 eV
Molecular weight: 85.1 g/mol
Energy relative to the best compared isomer or geometry (same formula, charge and spin): 274.4 kJ/mol
Gap between HOMO and LUMO: 10.00 eV
SMILES string: O[C@H]1[C@H]2CCN21
Charge: 0
2S+1: 1

Charges per atom according to Mulliken partitioning, unit e:
1 O -0.549
2 C 0.208
3 N -0.507
4 C -0.286
5 C -0.797
6 C -0.119
7 H 0.345
8 H 0.262
9 H 0.300
10 H 0.218
11 H 0.270
12 H 0.329
13 H 0.325



Record 2
DFT (ωB97M-V/def2-TZVPD) results for 2 unconnected molecules or ions with the total composition C2H6O2 in a non-equilibrium geometry.

Structure (XYZ):
```
10
Properties=species:S:1:pos:R:3:forces:R:3
O 1.8140 1.0256 0.2693 -0.42 0.60 -0.35
C 1.2781 1.9232 -0.3506 0.26 -0.38 0.23
C 0.0093 2.5970 0.1030 -0.27 0.27 -0.07
H 1.7273 2.2856 -1.3070 -0.09 -0.16 0.31
H 0.1696 3.0512 1.0953 -0.10 -0.28 -0.30
H -0.7953 1.8470 0.1853 0.33 0.25 0.10
H -0.3151 3.3856 -0.5966 0.20 -0.35 0.25
O -0.0229 0.4453 2.8960 0.88 -0.73 0.03
H 0.6662 0.4487 2.1936 -0.51 0.00 0.52
H 0.2573 -0.2667 3.5148 -0.29 0.79 -0.71
```
Positions in Å, forces in eV/Å.

Lowest unoccupied orbital energy: 0.98 eV
Molecular weight: 62.1 g/mol
Energy relative to the best compared isomer or geometry (same formula, charge and spin): 37.8 kJ/mol
Gap between HOMO and LUMO: 11.28 eV
SMILES string: CC=O.O
Charge: 0
2S+1: 1

Charges per atom according to Mulliken partitioning, unit e:
1 O -0.504
2 C 0.178
3 C -0.853
4 H 0.327
5 H 0.264
6 H 0.264
7 H 0.307
8 O -0.638
9 H 0.343
10 H 0.312